ORCA calculation (ωB97M-V/def2-TZVPD) on a 2-piece molecular cluster, C4H13NOS overall.

Geometry as XYZ:
```
20
Properties=species:S:1:pos:R:3:nbo_charge:R:1
C 0.152 1.343 -1.615 -0.416
C 0.665 0.056 -0.946 -0.451
C -0.490 -1.129 -0.898 -0.654
S 0.027 -2.678 0.003 0.091
C 0.977 -2.099 1.456 -0.760
N -0.364 2.214 -0.549 -1.049
H 1.132 1.825 -2.134 0.166
H -0.585 1.189 -2.490 0.173
H 1.317 -0.578 -1.362 0.195
H 0.792 0.370 0.059 0.215
H -1.465 -0.757 -0.312 0.154
H -0.910 -1.349 -1.943 0.219
H 1.395 -1.055 1.433 0.238
H 1.780 -2.807 1.191 0.211
H 0.662 -2.382 2.435 0.211
H -1.441 2.202 -0.570 0.238
H -0.274 3.216 -0.814 0.325
H -0.972 1.540 2.255 0.463
H -1.363 0.176 1.999 0.444
O -1.036 0.705 2.803 -1.012
```

The lowest unoccupied orbital energy (alpha / beta) comes out at 3.12 / 3.08 eV. As for the energy above the lowest of the compared OMol25 structures with the same formula, charge and spin: 53.0 kcal/mol. The calculation puts the HOMO energy (alpha / beta) at 0.9 / -5.2 eV. As for the calculated total energy: -688.25929 Ha. Its multiplicity is 2. The total charge is -1. The expectation value of S² is 0.750.